Entry 1:
# C18H20FNO

A single C18H20FNO molecule (ωB97M-V with the def2-TZVPD basis set, the OMol25 dataset).

Element x y z (Å)
O  -0.842  -1.689  0.383
C  -0.611  -0.499  0.370
N  -1.247  0.362  -0.464
H  -1.096  1.351  -0.349
C  -2.382  -0.044  -1.256
H  -2.325  -1.132  -1.338
H  -2.310  0.402  -2.252
C  -3.711  0.356  -0.589
C  -3.765  -0.218  0.797
C  -3.369  0.542  1.890
C  -3.332  -0.003  3.161
C  -3.696  -1.326  3.323
C  -4.097  -2.108  2.256
C  -4.126  -1.545  0.995
H  -4.427  -2.147  0.151
H  -4.370  -3.138  2.419
F  -3.664  -1.866  4.561
H  -3.024  0.579  4.015
H  -3.087  1.576  1.751
H  -4.533  -0.025  -1.196
H  -3.784  1.445  -0.550
C  0.446  0.160  1.240
C  1.622  0.676  0.406
H  1.274  1.414  -0.321
H  2.339  1.174  1.064
C  2.329  -0.462  -0.339
C  3.430  0.084  -1.201
C  4.715  0.237  -0.698
C  5.720  0.779  -1.480
C  5.450  1.179  -2.778
C  4.171  1.033  -3.288
C  3.169  0.491  -2.503
H  2.173  0.373  -2.906
H  3.955  1.341  -4.301
H  6.234  1.601  -3.390
H  6.716  0.888  -1.077
H  4.932  -0.077  0.313
H  2.733  -1.169  0.388
H  1.599  -0.992  -0.954
H  0.799  -0.586  1.953
H  -0.008  0.983  1.795

HOMO level: -8.94 eV
ΔE to the lowest compared entry with this formula, charge and spin: 2.9 kcal/mol
calculated total energy: -25246.65037 eV
net charge: 0
structure (SMILES): O=C(CCCc1ccccc1)NCCc1ccc(F)cc1
frontier orbital gap: 0.353 Eh

---

Entry 2:
# C18H20IN7NaSSbSe4

A molecular structure, C18H20IN7NaSSbSe4 (ωB97M-V with the def2-TZVPD basis set, the OMol25 dataset).

Element x y z (Å)
Na  0.728  -0.941  0.118
C  0.985  -0.276  4.602
C  0.448  0.165  3.270
N  -0.129  -0.621  2.445
N  -0.194  -1.922  2.761
C  -0.867  -2.777  1.925
N  -0.499  -4.051  2.032
S  -2.139  -2.248  0.979
C  0.594  1.574  2.855
C  0.362  2.612  3.762
C  0.491  3.921  3.340
C  0.891  4.166  2.034
C  1.135  3.075  1.215
N  0.985  1.814  1.601
H  0.173  -0.559  5.279
H  1.580  0.511  5.063
H  1.626  -1.154  4.463
H  0.578  -2.347  3.317
H  0.445  -4.217  2.394
H  -0.741  -4.628  1.239
H  0.062  2.381  4.776
H  0.290  4.741  4.018
H  1.007  5.176  1.663
H  1.471  3.212  0.192
Se  1.054  -4.362  -1.106
Sb  3.401  -3.836  -0.386
Se  2.640  -3.324  3.342
Se  2.971  -1.976  1.485
Se  4.362  -2.331  -2.139
I  -4.670  2.430  0.961
C  -3.060  2.187  -0.369
C  -2.966  2.994  -1.490
C  -1.871  2.816  -2.323
C  -0.932  1.852  -1.986
N  -1.037  1.084  -0.908
C  -2.088  1.234  -0.108
H  -3.723  3.734  -1.713
H  -1.750  3.411  -3.218
H  -0.058  1.673  -2.605
H  -2.136  0.569  0.750
N  -0.417  -1.174  -6.175
C  -0.124  -1.161  -4.808
C  1.109  -0.719  -4.341
C  1.341  -0.708  -2.975
N  0.441  -1.092  -2.074
C  -0.729  -1.536  -2.526
C  -1.066  -1.570  -3.865
H  0.399  -1.253  -6.760
H  -1.128  -1.841  -6.428
H  1.896  -0.436  -5.029
H  2.315  -0.421  -2.596
H  -1.422  -1.901  -1.774
H  -2.032  -1.948  -4.181

HOMO level: -0.19 eV
ΔE to the lowest compared entry with this formula, charge and spin: 16.7 kcal/mol
calculated total energy: -320701.11839 eV
net charge: -2
frontier orbital gap: 0.121 Eh

---

Entry 3:
# C18H20N2O2S

A single C18H20N2O2S molecule in a non-equilibrium geometry (ωB97M-V with the def2-TZVPD basis set, the OMol25 dataset).

Element x y z (Å)
O  -4.170  0.512  0.534
O  -3.726  -0.594  2.718
C  2.050  -0.207  1.726
C  1.537  -0.207  0.305
C  -1.876  -0.879  -0.747
C  -0.600  -0.628  -1.124
C  1.167  -0.149  2.830
C  0.200  -0.600  0.127
C  -0.872  3.665  3.216
C  -2.109  3.914  2.692
C  -0.244  2.457  3.075
C  -2.790  2.803  2.109
C  -0.956  1.339  2.592
C  -2.270  1.566  2.132
N  1.826  -1.787  -3.389
N  -2.009  -0.872  0.638
C  2.344  -3.128  -2.984
C  2.765  -0.684  -3.724
C  -0.046  -0.316  -2.466
C  -0.331  -0.107  2.586
C  0.357  -1.469  -3.424
C  -0.663  -1.018  1.337
S  -3.168  0.128  1.542
H  3.092  -0.278  1.836
H  2.197  0.161  -0.528
H  -2.777  -0.841  -1.407
H  1.636  -0.169  3.771
H  -0.286  4.380  3.594
H  -2.439  4.909  2.909
H  0.760  2.344  3.391
H  -3.742  2.957  1.635
H  3.419  -3.144  -2.909
H  2.008  -3.941  -3.583
H  2.031  -3.320  -2.001
H  2.386  0.190  -4.289
H  2.986  -0.145  -2.806
H  3.629  -1.076  -4.181
H  -0.796  0.360  -2.825
H  0.878  0.255  -2.384
H  -0.782  -0.641  3.390
H  -0.151  -2.376  -3.118
H  0.013  -1.284  -4.466
H  -0.478  -2.078  1.667

HOMO level: -7.57 eV
ΔE to the lowest compared entry with this formula, charge and spin: 134.3 kcal/mol
calculated total energy: -36896.28728 eV
net charge: 0
structure (SMILES): CN(C)CCC1=CN2[C@H]3C1=CC=C[C@H]3c1ccccc1S2(=O)=O
frontier orbital gap: 0.277 Eh

---

Entry 4:
# C18H20N2O2S2

A single C18H20N2O2S2 molecule in a non-equilibrium geometry (ωB97M-V with the def2-TZVPD basis set, the OMol25 dataset).

Element x y z (Å)
C  -4.201  4.101  3.089
H  -4.301  4.413  4.136
O  -3.842  2.746  2.995
C  -2.610  2.455  3.612
C  -2.267  0.980  3.372
N  -1.803  0.740  2.033
C  -0.519  0.883  1.620
C  -0.474  0.626  0.252
C  -1.811  0.325  -0.145
C  -2.600  0.402  0.961
C  -4.061  0.169  1.097
H  -4.261  -0.721  1.695
H  -4.493  0.022  0.111
H  -4.542  1.022  1.574
H  -2.145  0.068  -1.130
C  0.701  0.676  -0.587
O  1.821  0.957  -0.201
C  0.470  0.356  -2.060
H  1.395  0.483  -2.620
H  -0.331  0.966  -2.474
S  -0.038  -1.384  -2.271
C  1.467  -2.101  -2.719
N  2.543  -1.462  -2.984
C  3.560  -2.300  -3.335
C  4.851  -1.910  -3.676
C  5.768  -2.881  -4.020
C  5.420  -4.229  -4.029
C  4.144  -4.639  -3.691
C  3.219  -3.671  -3.344
S  1.551  -3.866  -2.875
H  3.871  -5.682  -3.695
H  6.158  -4.968  -4.303
H  6.773  -2.592  -4.288
H  5.107  -0.863  -3.663
C  0.596  1.219  2.542
H  0.425  2.171  3.044
H  0.714  0.448  3.304
H  1.514  1.283  1.966
H  -3.164  0.385  3.552
H  -1.489  0.679  4.078
H  -2.677  2.646  4.695
H  -1.820  3.099  3.197
H  -3.460  4.743  2.598
H  -5.160  4.204  2.586

HOMO level: -8.00 eV
ΔE to the lowest compared entry with this formula, charge and spin: 43.6 kcal/mol
calculated total energy: -47736.41370 eV
net charge: 0
structure (SMILES): COCCn1c(C)cc(C(=O)CSc2nc3ccccc3s2)c1C
frontier orbital gap: 0.320 Eh

---

Entry 5:
# C18H20N2O4

A single C18H20N2O4 molecule (ωB97M-V with the def2-TZVPD basis set, the OMol25 dataset).

Element x y z (Å)
C  2.882  1.081  -1.951
H  3.950  1.149  -2.154
O  2.608  2.100  -1.020
C  1.335  2.246  -0.567
C  1.139  3.257  0.377
C  -0.118  3.486  0.892
C  -1.204  2.724  0.491
C  -1.011  1.714  -0.439
C  0.254  1.480  -0.975
H  0.375  0.683  -1.694
N  -2.052  0.879  -0.875
C  -3.230  0.618  -0.244
O  -3.633  1.200  0.740
C  -3.980  -0.564  -0.846
H  -5.051  -0.391  -0.743
C  -3.591  -1.834  -0.063
H  -3.980  -1.773  0.953
C  -2.073  -1.950  -0.061
O  -1.464  -2.448  -0.985
N  -1.494  -1.379  1.029
C  -0.135  -1.076  1.214
C  0.861  -1.757  0.525
C  2.190  -1.394  0.705
C  2.515  -0.354  1.576
C  1.518  0.300  2.268
C  0.192  -0.056  2.100
H  -0.588  0.467  2.632
H  1.772  1.103  2.943
H  3.552  -0.081  1.690
O  3.237  -1.989  0.066
C  2.975  -3.082  -0.782
H  3.945  -3.399  -1.161
H  2.333  -2.799  -1.623
H  2.510  -3.909  -0.237
H  0.580  -2.546  -0.150
H  -2.108  -0.903  1.677
H  -4.012  -2.708  -0.560
H  -3.735  -0.691  -1.900
H  -1.793  0.257  -1.629
H  -2.183  2.902  0.901
H  -0.263  4.271  1.618
H  1.990  3.842  0.685
H  2.656  0.094  -1.540
H  2.328  1.229  -2.884

HOMO level: -8.11 eV
ΔE to the lowest compared entry with this formula, charge and spin: 16.9 kcal/mol
calculated total energy: -30161.65348 eV
net charge: 0
structure (SMILES): COc1cccc(NC(=O)CCC(=O)Nc2cccc(OC)c2)c1
frontier orbital gap: 0.324 Eh

---

Entry 6:
# C18H20N2O4S

A single C18H20N2O4S molecule in a non-equilibrium geometry (ωB97M-V with the def2-TZVPD basis set, the OMol25 dataset).

Element x y z (Å)
C  3.134  4.044  -3.141
C  3.289  3.146  -1.954
C  4.236  2.129  -1.938
C  4.380  1.314  -0.831
C  3.556  1.485  0.277
C  2.617  2.514  0.276
C  2.491  3.332  -0.828
H  1.763  4.130  -0.821
H  1.997  2.684  1.144
C  3.770  0.635  1.474
O  4.871  0.369  1.907
N  2.653  0.199  2.151
C  1.324  0.133  1.751
C  0.959  -0.019  0.411
C  -0.375  -0.081  0.062
C  -1.347  -0.010  1.043
C  -1.004  0.107  2.377
C  0.329  0.174  2.732
H  0.610  0.268  3.771
H  -1.790  0.154  3.114
S  -3.060  -0.106  0.553
O  -3.276  0.731  -0.589
O  -3.896  0.080  1.706
N  -3.126  -1.706  0.014
C  -4.229  -1.968  -0.894
H  -4.180  -1.227  -1.691
C  -4.072  -3.389  -1.434
H  -4.919  -3.657  -2.067
O  -4.051  -4.329  -0.384
C  -3.002  -4.066  0.514
H  -3.075  -4.820  1.299
C  -3.111  -2.658  1.105
H  -2.247  -2.439  1.736
H  -4.026  -2.570  1.707
H  -2.034  -4.161  -0.002
H  -3.140  -3.456  -2.014
H  -5.192  -1.877  -0.371
H  -0.682  -0.186  -0.965
H  1.721  -0.094  -0.348
H  2.857  -0.161  3.076
H  5.124  0.533  -0.814
H  4.873  1.978  -2.797
H  3.711  3.678  -3.987
H  3.480  5.048  -2.897
H  2.088  4.116  -3.431

HOMO level: -9.06 eV
ΔE to the lowest compared entry with this formula, charge and spin: 38.0 kcal/mol
calculated total energy: -40995.96026 eV
net charge: 0
structure (SMILES): Cc1ccc(C(=O)Nc2ccc(S(=O)(=O)N3CCOCC3)cc2)cc1
frontier orbital gap: 0.341 Eh

---

Q: net charge of number 3 (C18H20N2O2S)?
A: 0